Record 1
117
Properties=species:S:1:pos:R:3:forces:R:3 method="wB97M-V/def2-TZVPD" e_above_lowest_kj_mol=0.00 total_energy_ev=-99244.6727 spin_multiplicity=5 total_charge=0
Cr 0.138061 0.175097 -0.028306 0.3 -0.2 -1.2
C -2.050571 -0.160550 2.854827 -0.1 0.0 0.2
C -0.912409 -1.061054 3.349803 -0.1 0.2 0.2
C -1.426613 -2.055952 4.396412 0.0 0.0 0.1
C 0.253198 -0.236758 3.882486 -0.2 -0.1 0.1
C 0.046311 0.660689 4.928034 0.0 0.0 0.0
C 1.091619 1.408316 5.448242 0.0 -0.1 -0.1
C 2.357801 1.287979 4.892373 -0.1 0.0 0.0
C 2.601287 0.422728 3.831046 0.1 0.1 -0.1
C 3.984289 0.437340 3.183636 0.0 0.0 0.2
C 4.343136 1.831676 2.649252 0.0 0.0 -0.1
C 5.068699 -0.054756 4.148289 0.0 0.0 0.0
C 1.540009 -0.372735 3.357876 0.2 -0.1 -0.2
N 1.772950 -1.327405 2.319829 0.4 -0.1 -0.1
B 1.430643 -1.224670 0.888929 0.8 -0.7 0.7
N 2.224383 -2.341908 0.346562 -0.2 -0.3 0.2
C 2.945775 -2.988523 1.374277 -0.1 0.2 -0.5
C 2.672969 -2.389501 2.542055 -0.3 0.4 0.0
C 2.536807 -2.605661 -1.023255 0.2 0.1 0.1
C 3.541414 -1.811839 -1.610854 0.0 0.0 0.0
C 3.891685 -2.032345 -2.942498 0.0 0.0 0.0
C 3.278119 -3.028935 -3.681533 -0.1 0.0 0.0
C 2.311147 -3.823763 -3.081102 0.1 0.0 0.0
C 1.924070 -3.643509 -1.751647 -0.1 0.0 0.0
C 0.865740 -4.610526 -1.214271 0.0 0.2 0.1
C 1.355281 -5.532391 -0.089665 0.1 0.0 0.0
C -0.440853 -3.926458 -0.804836 0.0 0.0 0.0
C 4.310125 -0.763034 -0.813919 0.0 0.0 -0.2
C 5.777000 -1.174205 -0.658416 0.1 0.0 0.0
C 4.201259 0.628714 -1.440521 0.1 0.0 -0.1
H -2.875488 -0.767156 2.450923 0.2 0.3 0.3
H -1.707340 0.517639 2.068738 0.0 0.0 0.1
H -2.454918 0.453309 3.664875 0.0 0.0 0.0
H -0.543870 -1.631456 2.502061 0.0 0.0 -0.1
H -1.873704 -1.533476 5.251334 0.1 -0.1 -0.1
H -0.613825 -2.685129 4.773355 -0.1 0.1 -0.1
H -2.196683 -2.713177 3.963968 0.1 0.1 0.1
H -0.949484 0.770921 5.349378 0.1 0.0 0.0
H 0.916808 2.092828 6.272619 0.0 -0.1 -0.1
H 3.171038 1.900336 5.274765 -0.1 -0.1 0.0
H 3.969014 -0.233989 2.331089 -0.1 -0.2 -0.1
H 4.497506 2.544468 3.468389 0.0 -0.1 -0.1
H 3.550431 2.221368 2.006383 0.2 -0.1 0.1
H 5.274684 1.783010 2.070706 -0.1 0.0 0.1
H 5.181714 0.635789 4.992802 0.0 -0.1 -0.1
H 6.036081 -0.121285 3.636615 -0.1 0.0 0.1
H 4.831280 -1.042790 4.553403 0.0 0.1 0.0
H 3.623386 -3.808060 1.178645 -0.1 0.0 0.0
H 3.038320 -2.635621 3.530116 0.0 0.1 -0.1
H 4.672314 -1.425394 -3.398657 -0.1 -0.1 0.1
H 3.553563 -3.193040 -4.719710 0.0 0.0 0.1
H 1.840068 -4.616512 -3.655446 0.0 0.1 0.0
H 0.631553 -5.255752 -2.061143 0.0 -0.1 -0.1
H 1.353152 -5.020214 0.874518 0.1 0.0 -0.1
H 2.368148 -5.898779 -0.283554 -0.1 0.0 0.0
H 0.691879 -6.401110 -0.010213 0.1 0.1 0.0
H -0.276723 -3.253574 0.041049 0.0 -0.1 -0.1
H -1.180654 -4.685883 -0.512115 0.1 0.1 -0.1
H -0.854359 -3.335396 -1.630714 0.0 -0.1 0.1
H 3.873610 -0.704797 0.178281 -0.1 0.0 0.1
H 6.296491 -1.167006 -1.625160 -0.1 0.0 0.1
H 5.863403 -2.181039 -0.236568 0.0 0.1 0.0
H 6.297267 -0.478490 0.009526 -0.1 -0.1 -0.1
H 4.655305 0.638178 -2.441034 -0.1 0.1 0.1
H 4.722630 1.370184 -0.819747 -0.1 -0.2 -0.1
H 3.156879 0.933802 -1.516547 -0.1 0.0 0.0
O 1.361306 2.672076 1.819763 -0.1 0.1 -0.1
B 0.901571 1.943449 0.698745 -0.2 1.3 0.8
O -0.333441 2.611618 0.286288 -0.1 0.5 0.5
C -0.592863 3.609187 1.209487 0.0 -0.4 -0.6
C -1.659067 4.474833 1.275946 -0.2 0.1 0.1
C -1.662246 5.393830 2.332961 0.0 -0.1 -0.1
C -0.625330 5.421096 3.261688 0.0 -0.1 0.0
C 0.454282 4.537227 3.168693 0.0 0.1 0.2
C 0.439036 3.645036 2.122727 0.4 -0.3 0.0
H -2.457736 4.438489 0.541958 0.1 0.0 0.1
H -2.483663 6.096377 2.426211 0.1 -0.1 0.0
H -0.656089 6.137692 4.074005 0.0 0.0 0.0
H 1.265069 4.537565 3.890085 -0.1 0.0 -0.1
C 0.359748 0.563205 -6.041898 0.1 -0.1 0.1
N 0.685490 0.119201 -4.679890 -0.3 -0.3 -0.2
C 0.222642 -1.248709 -4.424569 0.1 0.2 -0.2
C 0.475338 1.056432 -3.684957 0.0 -0.3 0.0
S -0.707802 0.842656 -2.506285 -0.2 -0.3 0.1
N 1.244570 2.136693 -3.765340 0.5 0.8 0.1
C 1.032380 3.312962 -2.919580 0.1 -0.1 -0.2
C 2.426419 2.224595 -4.625864 -0.2 0.0 0.2
H -0.720533 0.499821 -6.212006 0.0 0.0 0.0
H 0.864105 -0.076728 -6.765767 0.0 0.0 0.0
H 0.671799 1.588540 -6.213934 0.0 0.0 0.0
H 0.674533 -1.895738 -5.178952 0.0 0.0 0.0
H -0.866291 -1.329709 -4.482464 0.0 0.0 0.0
H 0.547715 -1.581041 -3.444216 0.1 0.0 0.1
H 0.196291 3.154784 -2.252473 -0.1 -0.1 0.0
H 0.846179 4.188485 -3.546188 0.0 0.0 0.0
H 1.927267 3.492313 -2.322778 0.0 0.0 0.0
H 2.715069 1.239033 -4.973211 0.0 -0.1 0.0
H 3.241006 2.651593 -4.046404 0.1 0.0 0.1
H 2.250222 2.874930 -5.484941 0.0 0.0 0.0
N -1.485749 -1.010568 -0.017168 0.6 0.2 -0.4
C -2.526019 -1.409751 0.241234 -1.3 -0.7 0.0
N -3.698354 -1.890206 0.563451 -0.2 -0.3 -0.2
C -4.933657 -1.201761 0.147418 0.2 -0.2 0.2
C -5.872364 -1.068262 1.345640 0.0 -0.1 0.1
C -5.703091 -2.244884 2.327786 0.1 0.0 -0.1
C -5.215112 -3.496342 1.597934 -0.1 0.1 0.0
C -3.797580 -3.277585 1.082872 -0.1 0.4 -0.1
H -5.400464 -1.766563 -0.657389 0.0 -0.1 -0.1
H -4.667410 -0.230681 -0.254161 0.1 0.1 -0.1
H -6.895457 -1.030143 0.966565 0.0 0.0 0.0
H -5.685099 -0.125988 1.861024 0.0 0.0 0.0
H -6.642691 -2.437008 2.843098 0.0 0.0 0.0
H -4.967938 -1.983696 3.094458 0.0 0.0 0.0
H -5.891498 -3.732488 0.771800 0.0 0.0 0.0
H -5.202351 -4.363203 2.255432 -0.1 0.0 0.1
H -3.530934 -3.996635 0.310223 0.0 0.0 -0.1
H -3.083620 -3.382388 1.897798 0.1 0.1 0.1


Record 2
139
Properties=species:S:1:pos:R:3:forces:R:3 method="wB97M-V/def2-TZVPD" total_energy_ev=-278642.1941 spin_multiplicity=1 total_charge=0
C -4.524080 2.108087 -3.041106 -0.4 -0.2 0.0
O -4.285134 1.919022 -1.663353 0.1 0.4 0.0
C -2.968607 2.297584 -1.268386 -0.2 -0.3 -0.2
C -2.117335 1.032921 -1.088196 0.0 0.1 -0.2
C -1.062744 0.933697 0.019076 0.1 -0.4 -0.3
C -1.343535 1.292035 1.485858 -0.4 1.4 0.2
C -2.789798 1.674759 1.881265 0.1 -0.7 0.1
C -3.973966 0.867635 1.400931 -2.2 -0.1 1.3
O -5.003122 0.858910 2.080591 1.7 0.0 -1.0
O -0.829816 0.480352 2.549611 0.7 -0.1 -0.7
C -0.192698 -0.792516 2.500145 0.0 -0.5 1.6
C 0.444110 -0.857283 3.926982 0.3 0.8 -0.4
C 1.393058 0.281960 4.301228 -0.3 -0.6 1.2
C 1.361790 0.505576 5.809383 -0.3 0.5 -0.5
F 2.698438 -0.110858 3.982350 0.1 0.3 -0.4
C 1.003617 -0.952543 1.554786 0.0 0.3 -1.0
Br 1.891253 0.683437 1.027001 0.1 -0.2 0.4
C 1.649734 -2.006966 1.053728 -0.3 -0.2 0.2
C 2.861546 -1.970043 0.178303 -0.1 0.2 -0.1
Br 1.167201 -3.803053 1.461232 0.3 -0.1 -0.2
C -1.333465 -1.946044 2.489620 -1.0 0.5 0.1
C -1.099762 -3.069055 3.503789 0.3 -0.3 0.4
O -2.495387 -1.245073 3.008139 0.5 0.0 0.0
C -3.666050 -2.004549 3.152603 -1.3 0.1 -0.4
C -4.605507 -1.506877 4.234599 -0.2 0.2 0.5
I -6.598564 -2.012359 3.754371 0.3 0.0 0.0
C -4.284703 -0.877646 5.364443 -0.1 -0.2 -0.3
C -2.873110 -0.499637 5.737084 -0.4 0.7 0.5
I -5.722545 -0.274428 6.784236 0.2 -0.1 -0.2
C -1.695528 -2.414908 1.062256 0.5 -0.5 -0.7
C -2.229899 -3.821455 0.858147 0.2 0.2 -0.2
F -2.615905 -1.533078 0.488665 -0.1 0.1 0.2
P -0.529204 2.987956 1.832032 0.1 0.5 -0.4
S -0.601474 4.316313 0.403512 -0.2 0.0 -0.1
H -5.601089 2.072211 -3.194207 -0.1 -0.1 0.0
H -4.068631 1.328603 -3.647839 0.2 0.1 0.0
H -4.189613 3.094286 -3.366111 0.2 0.1 -0.1
H -3.070337 2.925691 -0.391707 0.1 -0.1 0.2
H -2.517992 2.915864 -2.042987 0.0 0.2 0.0
H -1.558279 0.903993 -2.014805 0.1 -0.1 -0.1
H -2.796930 0.188569 -1.085031 -0.1 -0.1 0.3
H -0.203615 1.501232 -0.322422 0.0 0.2 0.0
H -0.716270 -0.097764 -0.018045 0.0 -0.1 0.1
H -2.996378 2.718206 1.639916 -0.1 0.1 -0.3
H -2.819824 1.627440 2.967868 -0.1 0.0 0.1
H -3.989368 0.326120 0.451441 0.3 0.1 0.0
H -0.356815 -0.825175 4.654559 -0.2 -0.3 0.0
H 1.044744 -1.755236 4.027295 -0.2 -0.2 0.1
H 1.136502 1.230288 3.842979 0.3 0.0 -0.5
H 1.918080 1.406170 6.055289 0.3 -0.1 0.1
H 1.737284 -0.358213 6.346124 0.0 -0.1 0.1
H 0.330420 0.722706 6.084511 -0.1 -0.2 0.2
H 3.129953 -2.958116 -0.169708 0.1 -0.1 0.1
H 2.679112 -1.355287 -0.699448 0.0 0.1 -0.1
H 3.677963 -1.513158 0.728108 0.3 -0.1 -0.1
H -1.401293 -2.706677 4.480529 0.0 0.1 0.1
H -1.720697 -3.935487 3.311696 0.0 -0.1 -0.2
H -0.082629 -3.417396 3.611881 -0.1 0.0 -0.1
H -3.547351 -3.076947 3.316014 0.4 0.0 0.2
H -4.260823 -1.937761 2.240220 0.2 0.1 -0.3
H -2.286562 -1.347438 6.080260 0.1 -0.2 -0.2
H -2.405931 0.030756 4.916849 0.3 -0.2 -0.2
H -2.909555 0.192680 6.574294 0.1 0.0 0.1
H -0.825586 -2.324929 0.414317 0.2 0.1 0.1
H -2.176742 -4.032123 -0.206704 -0.2 0.0 -0.1
H -3.262332 -3.924555 1.172462 -0.1 -0.1 0.2
H -1.582279 -4.546532 1.337161 -0.1 -0.1 0.1
H -1.183504 3.487206 2.971847 0.0 -0.4 0.2
H 0.789324 2.810519 2.261387 -0.1 -0.2 0.3
C -4.338800 -0.861657 -6.313370 -0.2 0.0 -0.1
C -3.168044 -1.175120 -7.215768 0.0 -0.2 -0.1
O -2.195170 -0.204727 -6.797705 0.0 0.0 0.0
C -2.485119 0.170661 -5.537986 -0.1 -0.1 -0.1
O -1.781814 0.840593 -4.848738 0.1 0.1 0.1
O -3.690556 -0.309565 -5.153973 0.1 -0.1 -0.1
H -4.922903 -1.737969 -6.044622 0.1 0.0 0.2
H -4.998275 -0.107177 -6.736876 0.0 0.0 0.0
H -2.761109 -2.173960 -7.043167 0.0 0.0 0.1
H -3.401592 -1.054741 -8.266728 0.1 0.2 0.0
C 6.775033 -1.650276 3.734139 0.0 0.2 0.2
C 5.596512 -1.516847 2.800220 -0.3 0.1 0.1
O 6.058889 -2.201065 1.625770 0.1 0.0 0.1
C 7.024216 -3.071619 1.998387 -0.1 0.1 0.2
O 7.488575 -3.905885 1.292239 0.1 -0.2 -0.2
O 7.383354 -2.869003 3.285606 0.0 0.0 0.0
H 6.476432 -1.723935 4.776158 0.1 -0.2 0.0
H 7.495552 -0.837837 3.622927 0.0 0.0 -0.1
H 4.708535 -2.029211 3.176835 0.0 0.0 0.0
H 5.339559 -0.484602 2.575042 0.1 0.0 -0.2
C -7.139888 2.715558 -8.027587 -0.2 -0.1 0.2
C -6.965519 3.167357 -9.458350 -0.1 0.1 0.0
O -5.747691 2.506352 -9.839412 -0.1 0.0 0.0
C -5.586598 1.430954 -9.046201 0.0 0.1 0.0
O -4.753220 0.592809 -9.200205 0.0 -0.1 -0.1
O -6.480317 1.431266 -8.037529 -0.1 0.0 -0.1
H -8.183165 2.606651 -7.740320 0.0 -0.2 0.0
H -6.637918 3.364147 -7.316360 0.0 -0.2 -0.1
H -7.768505 2.819483 -10.111155 0.0 -0.1 0.0
H -6.864643 4.242916 -9.553726 0.2 0.0 0.0
C 6.401121 -1.882768 8.422312 0.1 0.1 0.1
C 6.749513 -3.356513 8.429825 0.1 0.0 0.1
O 5.606450 -3.940707 7.797376 0.0 0.1 0.0
C 5.016718 -2.998973 7.029522 0.0 0.0 0.0
O 4.150743 -3.207231 6.246525 -0.1 0.0 -0.2
O 5.554688 -1.774085 7.270278 0.1 -0.1 0.1
H 7.268218 -1.236161 8.318578 -0.1 0.0 -0.2
H 5.832672 -1.581974 9.303568 0.0 0.0 0.0
H 7.634777 -3.581318 7.832606 0.0 0.0 0.0
H 6.880354 -3.762546 9.428925 -0.1 -0.1 0.0
C 3.220664 4.854287 -1.980546 -0.1 0.0 -0.1
C 2.679220 4.244281 -0.705989 0.0 0.0 0.0
O 3.826037 3.546440 -0.196291 0.0 0.0 0.0
C 4.939377 4.126103 -0.705672 -0.1 0.0 0.0
O 6.045619 3.890141 -0.350620 0.2 0.0 0.1
O 4.612021 5.013035 -1.676558 -0.1 0.0 0.0
H 2.770747 5.813435 -2.221763 0.2 0.1 0.0
H 3.123223 4.187109 -2.838960 0.0 0.0 0.0
H 2.370518 4.994609 0.021344 0.0 0.0 0.0
H 1.855963 3.557218 -0.870822 0.1 -0.1 0.1
C -4.313131 7.000074 -5.184567 0.1 0.1 0.1
C -3.860520 5.558418 -5.077340 0.2 0.0 0.1
O -4.933369 4.860959 -5.725343 0.0 0.0 0.0
C -5.547988 5.719248 -6.565449 0.0 0.0 0.0
O -6.365276 5.393731 -7.369082 0.0 0.4 0.0
O -5.114040 6.978765 -6.374891 0.0 0.0 0.0
H -3.492282 7.703137 -5.291607 -0.1 0.0 -0.2
H -4.941182 7.305675 -4.346775 0.0 0.0 0.0
H -2.937012 5.364601 -5.624326 0.0 0.0 0.0
H -3.747003 5.216404 -4.052721 -0.1 -0.1 0.0
C 8.865668 -5.204242 -1.422621 0.0 0.1 0.2
C 7.689523 -5.079505 -2.364726 -0.1 0.1 0.1
O 8.156433 -5.768812 -3.530317 0.0 0.0 0.1
C 9.123406 -6.640521 -3.148967 0.0 0.1 0.1
O 9.592019 -7.474286 -3.849559 0.1 -0.1 -0.1
O 9.474823 -6.426943 -1.859383 -0.1 0.1 -0.1
H 8.571099 -5.268879 -0.380690 0.1 -0.1 0.0
H 9.584552 -4.391714 -1.542519 0.0 0.0 0.0
H 6.799053 -5.585656 -1.988104 0.0 0.0 0.0
H 7.439000 -4.050010 -2.605113 0.1 0.0 -0.2